(1)
Molecular formula: C2H13NO4
Method: DFT, ωB97M-V with the def2-TZVPD basis set

```
20
Properties=species:S:1:pos:R:3
N 0.8180 1.1563 -0.3897
C 1.5407 0.2342 -1.2577
C 1.9069 -1.0098 -0.4474
O 0.8078 -1.6141 0.1361
H 0.5980 2.0834 -0.7327
H 1.0403 1.3141 0.6958
H 2.5617 0.6744 -1.5547
H 0.8401 0.0225 -2.1664
H 2.7215 -0.6585 0.2869
H 2.3427 -1.8858 -0.9250
H 0.7627 -1.2931 1.0837
O -1.8451 0.0629 0.4163
H -1.3546 -0.7247 0.2502
H -1.3730 0.8710 0.1698
O -1.2129 -1.2890 3.0679
H -1.0560 -1.2974 2.0539
H -1.6365 -0.4445 3.3894
O -2.5434 1.4424 -1.6523
H -3.0754 1.4342 -0.9461
H -1.8436 0.9217 -1.4782
```

Its HOMO-LUMO gap is 10.2 eV. As for the total energy: -11962.9492 eV. The charge is 0. Its SMILES is NCCO.O.O.O. For the largest force on an atom, the calculation gives 6.64 eV/Å. For the relative energy (zero: lowest compared OMol25 entry of this formula, charge and spin), the calculation gives 242.9 kJ/mol. The HOMO energy is -9.74 eV.

Atom charges from the natural (NBO) analysis, given in e for atoms 1 to 8:
1 N -0.916
2 C -0.238
3 C -0.079
4 O -0.730
5 H 0.384
6 H 0.376
7 H 0.179
8 H 0.205

***

(2)
Molecular formula: C2H13NO4
Method: DFT, ωB97M-V with the def2-TZVPD basis set

```
20
Properties=species:S:1:pos:R:3
C -2.7142 1.4049 0.9445
N -2.5545 0.7934 -0.4029
C 0.1649 -2.0111 -1.1362
O -0.8985 -1.2376 -0.7064
H -3.7196 1.1168 1.4441
H -2.5765 2.5287 0.9142
H -1.8292 1.0064 1.6186
H -1.9977 -0.1172 -0.4538
H 0.6400 -2.5310 -0.3243
H -0.2136 -2.7538 -1.8976
H 0.9425 -1.3209 -1.5855
H 1.2632 0.7315 1.1499
H 2.6924 2.0748 -0.2106
O 2.6361 1.2331 0.3839
H 2.7755 0.0501 -0.0913
H 4.0368 -0.9842 -0.3327
O 2.9721 -1.0321 -0.2857
H -2.2420 1.3403 -1.1930
H 0.2084 -0.4722 0.7177
O 0.4140 0.1801 1.4468
```

Its HOMO-LUMO gap is 3.6 eV. As for the total energy: -11955.7540 eV. The charge is 0. For the largest force on an atom, the calculation gives 3.73 eV/Å. For the relative energy (zero: lowest compared OMol25 entry of this formula, charge and spin), the calculation gives 937.1 kJ/mol. The HOMO energy is -9.07 eV.

Atom charges from the natural (NBO) analysis, given in e for atoms 1 to 8:
1 C -0.468
2 N -0.623
3 C -0.299
4 O -0.424
5 H 0.232
6 H 0.215
7 H 0.279
8 H 0.429

***

(3)
Molecular formula: C2H13NO4
Method: DFT, ωB97M-V with the def2-TZVPD basis set

```
20
Properties=species:S:1:pos:R:3
N -1.7790 -0.4918 0.5198
C -0.6891 -1.4603 0.4737
C 0.2299 -1.4165 1.6770
O 0.9293 -0.1697 1.9269
H -2.5528 -0.9377 0.9687
H -2.1323 -0.5959 -0.3976
H -1.2287 -2.4660 0.5785
H -0.0304 -1.3162 -0.3849
H -0.2970 -1.6011 2.5804
H 1.1186 -2.1472 1.4783
H 0.3922 0.3565 1.2779
O 0.8439 1.6193 -1.9602
H 1.4290 0.8952 -1.8224
H 0.9900 2.1014 -1.1695
O 1.8269 2.9282 0.4330
H 1.7985 3.8936 0.7708
H 2.3555 2.4493 1.1651
O -1.4531 -0.5599 -2.5996
H -0.8989 -1.3412 -2.8171
H -0.8523 0.2599 -2.6990
```

Its HOMO-LUMO gap is 10.2 eV. As for the total energy: -11963.8351 eV. The charge is 0. Its SMILES is NCCO.O.O.O. For the largest force on an atom, the calculation gives 3.23 eV/Å. For the relative energy (zero: lowest compared OMol25 entry of this formula, charge and spin), the calculation gives 157.4 kJ/mol. The HOMO energy is -9.71 eV.

Atom charges from the natural (NBO) analysis, given in e for atoms 1 to 8:
1 N -0.834
2 C -0.262
3 C -0.075
4 O -0.736
5 H 0.344
6 H 0.377
7 H 0.183
8 H 0.192

***

(4)
Molecular formula: C2H13NO4
Method: DFT, ωB97M-V with the def2-TZVPD basis set

```
20
Properties=species:S:1:pos:R:3
C 2.1249 -1.4047 0.8586
N 2.3395 -0.9730 -0.5189
C -0.1005 0.3397 -2.0126
O 0.7636 0.9186 -1.1410
H 1.6086 -0.5780 1.3897
H 3.0599 -1.6133 1.3659
H 1.4391 -2.2353 0.7430
H 3.2098 -0.4503 -0.6285
H 0.3140 0.0277 -2.9767
H -0.4719 -0.6065 -1.5533
H -0.9701 1.0077 -2.1558
H -1.1859 -0.0204 1.4862
H -1.9682 1.6090 2.7090
O -2.3874 0.9242 2.1776
H -2.5456 1.0215 0.6756
H -3.4418 1.5530 -0.5687
O -2.7555 0.9228 -0.3246
H 1.6249 -0.1917 -0.7558
H -0.1638 0.1901 0.3114
O -0.4934 -0.4410 0.9188
```

Its HOMO-LUMO gap is 3.3 eV. As for the total energy: -11956.5666 eV. The charge is 0. For the largest force on an atom, the calculation gives 2.00 eV/Å. For the relative energy (zero: lowest compared OMol25 entry of this formula, charge and spin), the calculation gives 858.7 kJ/mol. The HOMO energy is -8.73 eV.

Atom charges from the natural (NBO) analysis, given in e for atoms 1 to 8:
1 C -0.443
2 N -0.547
3 C -0.297
4 O -0.423
5 H 0.277
6 H 0.214
7 H 0.236
8 H 0.364

***

(5)
Molecular formula: C2H13NO4
Method: DFT, ωB97M-V with the def2-TZVPD basis set

```
20
Properties=species:S:1:pos:R:3
C 0.6594 0.9546 -1.2765
N -0.0624 -0.0781 -1.3606
C -0.9774 -0.0447 -2.5120
H 1.2762 1.2129 -0.4286
H 0.7531 1.7013 -2.0757
H -0.7911 -0.8332 -3.2581
H -0.9640 0.9097 -3.0421
H -1.9421 -0.3775 -2.1488
O 0.6696 0.9832 2.8331
H 1.3678 0.7964 3.4798
H 0.1423 0.1859 2.9016
O -0.9078 -2.0712 2.0360
H -1.6717 -1.5539 1.8986
H -0.5963 -2.5081 1.2421
O 0.6012 3.5601 1.5364
H 1.4760 3.2110 1.3737
H 0.2867 2.8071 2.0489
O -0.1642 -3.0636 -0.9373
H 0.2527 -2.2027 -1.0852
H 0.5922 -3.5892 -1.2252
```

Its HOMO-LUMO gap is 11.0 eV. As for the total energy: -11964.0760 eV. The charge is 0. Its SMILES is C=NC.O.O.O.O. For the largest force on an atom, the calculation gives 2.20 eV/Å. For the relative energy (zero: lowest compared OMol25 entry of this formula, charge and spin), the calculation gives 134.2 kJ/mol. The HOMO energy is -10.35 eV.

Atom charges from the natural (NBO) analysis, given in e for atoms 1 to 8:
1 C -0.027
2 N -0.433
3 C -0.453
4 H 0.176
5 H 0.137
6 H 0.205
7 H 0.183
8 H 0.216

***

(6)
Molecular formula: C2H13NO4
Method: DFT, ωB97M-V with the def2-TZVPD basis set

```
20
Properties=species:S:1:pos:R:3
C -1.6080 0.7932 -0.4178
N -1.6554 -0.2177 -1.4965
C -0.5398 -0.0560 -2.3505
O -1.0184 0.9588 -3.4144
H -1.2914 1.7525 -0.6699
H -0.7751 0.5036 0.2185
H -2.5520 0.4538 0.1414
H -2.5601 -0.2519 -1.9678
H 0.4664 0.3966 -2.0208
H -0.3246 -1.0475 -2.8228
H -0.2143 1.6503 -3.3605
O 1.7567 -0.8424 3.1208
H 0.8817 -0.8798 3.2950
H 1.8727 -0.3066 2.3478
O 0.2687 1.4778 2.6115
H -0.5614 1.2906 2.4441
H 0.4178 1.8524 3.4110
O 2.0435 -2.0759 0.6539
H 1.7334 -2.4182 1.5063
H 2.9770 -2.0409 0.7883
```

Its HOMO-LUMO gap is 9.6 eV. As for the total energy: -11962.4065 eV. The charge is 0. Its SMILES is CNCO.O.O.O. For the largest force on an atom, the calculation gives 6.76 eV/Å. For the relative energy (zero: lowest compared OMol25 entry of this formula, charge and spin), the calculation gives 295.3 kJ/mol. The HOMO energy is -8.99 eV.

Atom charges from the natural (NBO) analysis, given in e for atoms 1 to 8:
1 C -0.434
2 N -0.648
3 C 0.078
4 O -0.768
5 H 0.189
6 H 0.182
7 H 0.210
8 H 0.383

***

(7)
Molecular formula: C2H14B2OSSn
Method: DFT, ωB97M-V with the def2-TZVPD basis set

```
21
Properties=species:S:1:pos:R:3
Sn 1.3918 -0.3019 -1.2905
B 2.1333 1.9731 -1.8095
H 1.7782 1.2560 -2.5333
H 3.0582 1.7394 -1.3054
H 2.2113 2.9243 -2.3129
H 1.3382 2.1202 -1.0950
B 1.4839 0.9098 0.8196
H 1.3529 1.3951 1.7744
H 2.4990 0.9368 0.4548
H 1.2018 -0.1300 0.8784
H 0.8432 1.4405 0.1325
C -1.4151 -2.3447 1.4131
S -1.0368 -0.7386 0.5896
O -0.1729 -0.9915 -0.6561
C -2.7870 -0.5385 0.1001
H -2.0138 -2.1618 2.3054
H -0.4547 -2.7521 1.7289
H -1.8169 -3.1154 0.7553
H -3.2005 -1.3753 -0.4629
H -2.9705 0.3740 -0.4672
H -3.4239 -0.6195 0.9809
```

Its HOMO-LUMO gap is 8.2 eV. As for the total energy: -22358.8672 eV. The charge is 0. For the largest force on an atom, the calculation gives 8.37 eV/Å. For the relative energy (zero: lowest compared OMol25 entry of this formula, charge and spin), the calculation gives 270.8 kJ/mol. The HOMO energy is -8.35 eV.

Atom charges from the natural (NBO) analysis, given in e for atoms 1 to 8:
1 Sn 1.438
2 B -0.875
3 H -0.019
4 H 0.034
5 H 0.067
6 H 0.031
7 B -0.887
8 H 0.076

***

(8)
Molecular formula: C2H14CdO6
Method: DFT, ωB97M-V with the def2-TZVPD basis set

```
23
Properties=species:S:1:pos:R:3
Cd 0.2546 -0.0556 -0.2264
C -0.8274 -0.9744 -3.1202
O 0.1902 -0.6494 -2.2513
H -1.4697 -1.7971 -2.7458
H -1.5041 -0.1223 -3.3341
H -0.4256 -1.3216 -4.0858
C -0.0155 0.7521 3.0484
O 0.5702 0.6046 1.8164
H 0.6037 0.3575 3.8732
H -0.2498 1.8080 3.2845
H -0.9919 0.2205 3.1434
O 2.2796 0.9210 -0.5252
H 2.9930 0.8092 -1.1558
H 2.5926 1.4969 0.1769
O -0.7203 1.9591 -0.7160
H -1.1136 2.3338 -1.5071
H -0.6877 2.6535 -0.0531
O 1.2949 -1.8733 0.7145
H 1.5220 -1.4556 1.5579
H 1.9447 -2.5536 0.5301
O -1.7421 -0.9465 0.3677
H -1.9443 -1.7316 0.8815
H -2.5537 -0.4355 0.3263
```

Its HOMO-LUMO gap is 7.6 eV. As for the total energy: -19148.9304 eV. The charge is 0. For the largest force on an atom, the calculation gives 1.00 eV/Å. For the relative energy (zero: lowest compared OMol25 entry of this formula, charge and spin), the calculation gives 26.1 kJ/mol. The HOMO energy is -7.45 eV.

Atom charges from the natural (NBO) analysis, given in e for atoms 1 to 8:
1 Cd 1.746
2 C -0.206
3 O -1.049
4 H 0.120
5 H 0.106
6 H 0.137
7 C -0.205
8 O -1.075

***

(9)
Molecular formula: C2H14N2O3
Method: DFT, ωB97M-V with the def2-TZVPD basis set

```
21
Properties=species:S:1:pos:R:3
N -1.1611 0.9098 0.9060
C -0.4959 1.2818 -0.2947
C 0.9022 0.7494 -0.4362
N 1.1592 0.1586 -1.7596
H -2.1827 0.6703 0.8735
H -1.2433 1.8436 1.5507
H -0.3448 2.4084 -0.1086
H -1.1369 1.2455 -1.1834
H 1.6639 1.4841 -0.3538
H 1.1231 -0.0101 0.4296
H 0.4417 0.4757 -2.3431
H 2.0712 0.2541 -2.0403
H -0.2022 -1.7478 -2.5158
H -0.9070 -1.0642 -1.3950
O -1.0328 -1.5280 -2.2775
H -1.0049 -3.6193 -0.0202
H 0.3206 -3.7861 0.8376
O -0.5928 -4.1205 0.6997
H 0.3879 1.1841 2.6543
H 1.4626 1.3023 3.5650
O 0.7719 1.9083 3.2117
```

Its HOMO-LUMO gap (spin up / spin down) is 2.9 / 9.5 eV. As for the total energy: -11421.0697 eV. The charge is -1. For the largest force on an atom, the calculation gives 5.58 eV/Å. For the relative energy (zero: lowest compared OMol25 entry of this formula, charge and spin), the calculation gives 177.0 kJ/mol. Its multiplicity is 2. The HOMO energy (spin up / spin down) is 0.97 / -5.74 eV.

Atom charges from the natural (NBO) analysis, given in e for atoms 1 to 8:
1 N -0.964
2 C -0.468
3 C -0.454
4 N -0.889
5 H 0.360
6 H 0.319
7 H 0.172
8 H 0.191

***

(10)
Molecular formula: C2H14N2O3
Method: DFT, ωB97M-V with the def2-TZVPD basis set

```
21
Properties=species:S:1:pos:R:3
N -1.2801 -0.2704 2.0414
C -0.1346 0.3486 1.3623
C 0.0651 -0.0947 -0.0887
N -0.0137 0.9639 -1.0944
H -0.9727 -1.0373 2.6325
H -2.0031 -0.5871 1.4122
H 0.7565 0.0365 1.9099
H -0.2563 1.4230 1.4466
H 1.0256 -0.6170 -0.1604
H -0.6634 -0.8882 -0.3124
H -0.7200 0.7514 -1.7762
H -0.3260 1.8381 -0.6872
O -4.3968 2.5988 2.1807
H -3.6474 2.2482 2.6732
H -5.1430 2.5170 2.7807
O 1.5955 -6.1643 -0.2821
H 0.9972 -6.5222 0.3910
H 1.0112 -6.0831 -1.0528
O 4.6185 3.2309 -4.8130
H 5.1239 2.4920 -4.4627
H 4.3637 3.8159 -4.1004
```

Its HOMO-LUMO gap is 9.7 eV. As for the total energy: -11423.0143 eV. The charge is 0. Its SMILES is NCCN.O.O.O. For the largest force on an atom, the calculation gives 0.78 eV/Å. For the relative energy (zero: lowest compared OMol25 entry of this formula, charge and spin), the calculation gives 136.3 kJ/mol. The HOMO energy is -8.94 eV.

Atom charges from the natural (NBO) analysis, given in e for atoms 1 to 8:
1 N -0.850
2 C -0.228
3 C -0.232
4 N -0.834
5 H 0.360
6 H 0.357
7 H 0.192
8 H 0.178

***

(11)
Molecular formula: C2H14N2O3
Method: DFT, ωB97M-V with the def2-TZVPD basis set

```
21
Properties=species:S:1:pos:R:3
N 1.3412 1.4878 -0.1979
C 0.1135 0.7000 0.1334
C 0.3579 -0.8454 0.5543
N 1.7745 -1.2309 0.7796
H 1.9560 0.6618 -0.1892
H 1.7527 2.0735 0.6099
H -0.6131 0.6235 -0.6406
H -0.2619 1.2144 0.9863
H -0.2696 -1.1014 1.4122
H 0.0294 -1.6207 -0.2695
H 2.0215 -1.4945 1.7311
H 1.9564 -2.0277 0.2245
O 0.7111 0.2569 4.4776
H 0.7915 0.0798 3.4965
H 0.9702 -0.5745 4.7988
O 0.0079 -0.5873 -6.3703
H -0.4350 -1.5807 -6.3287
H -0.7563 -0.1361 -6.7186
O -3.9179 0.9777 0.4753
H -4.5052 1.7434 0.4693
H -3.0249 1.3802 0.5660
```

Its HOMO-LUMO gap is 9.8 eV. As for the total energy: -11421.9545 eV. The charge is 0. Its SMILES is NCCN.O.O.O. For the largest force on an atom, the calculation gives 4.74 eV/Å. For the relative energy (zero: lowest compared OMol25 entry of this formula, charge and spin), the calculation gives 238.5 kJ/mol. The HOMO energy is -9.34 eV.

Atom charges from the natural (NBO) analysis, given in e for atoms 1 to 8:
1 N -0.842
2 C -0.239
3 C -0.248
4 N -0.861
5 H 0.374
6 H 0.355
7 H 0.189
8 H 0.175

***

(12)
Molecular formula: C2H14N2O3
Method: DFT, ωB97M-V with the def2-TZVPD basis set

```
21
Properties=species:S:1:pos:R:3
C 0.7783 1.0832 -1.0425
N 1.1501 0.3824 0.2293
C 1.8195 -0.9100 -0.1429
N 3.0292 -0.7176 -0.8827
H 0.5170 0.3547 -1.8029
H -0.0459 1.7580 -0.8151
H 1.5861 1.7171 -1.4148
H 1.7614 1.0356 0.7066
H 0.9904 -1.3840 -0.6712
H 1.8708 -1.4585 0.7916
H 2.9877 -0.8062 -1.8879
H 3.7602 -1.2836 -0.4823
O -1.2867 -0.4229 1.5852
H -0.5646 0.1605 1.2570
H -0.8814 -0.7452 2.3949
O -1.6890 -1.2507 -1.2350
H -1.5610 -0.5261 -0.6285
H -2.6388 -1.1928 -1.4046
O -3.8872 1.6317 2.1175
H -3.6782 1.8830 1.2396
H -4.0179 0.6914 2.0887
```

Its HOMO-LUMO gap is 10.0 eV. As for the total energy: -11423.2388 eV. The charge is 0. Its SMILES is CNCN.O.O.O. For the largest force on an atom, the calculation gives 2.51 eV/Å. For the relative energy (zero: lowest compared OMol25 entry of this formula, charge and spin), the calculation gives 114.6 kJ/mol. The HOMO energy is -9.33 eV.

Atom charges from the natural (NBO) analysis, given in e for atoms 1 to 8:
1 C -0.441
2 N -0.665
3 C -0.074
4 N -0.870
5 H 0.205
6 H 0.192
7 H 0.188
8 H 0.359